1.
# C21H26BrN5O10PS

A 3-piece molecular cluster, C21H26BrN5O10PS overall in a non-equilibrium geometry (ωB97M-V/def2-TZVPD, the Open Molecules 2025 dataset).

## Properties
HOMO level in eV: -11.1
Total charge: +1
Frontier orbital gap in eV: 6.6

Last column: Mulliken charge in e.
Geometry (Å):
C 3.604 1.721 -0.278  -0.9290
C 3.830 0.217 0.394  0.3975
O 4.436 0.074 1.590  -0.4799
N 3.328 -1.008 -0.350  -0.0305
C 4.468 -1.997 -0.477  -0.7564
C 2.133 -1.603 0.393  -0.6402
C 1.365 -2.793 -0.470  -0.6109
C -0.162 -3.082 0.143  -0.6252
C -1.352 -2.613 -0.926  -0.6871
C -2.452 -1.605 -0.170  0.3984
N -2.646 -1.428 1.327  -0.3583
C -3.738 -0.380 1.318  0.1063
N -4.111 0.016 2.579  -0.3269
N -4.170 0.061 -0.063  0.2525
P -5.418 1.301 -0.377  0.1267
O -5.102 2.145 -1.902  -0.3129
Br -5.147 2.957 1.219  -0.1715
N -3.404 -0.698 -0.973  0.1238
S -3.495 -0.641 -2.747  -0.0014
H 2.944 1.591 -1.264  0.2622
H 2.965 2.372 0.468  0.2767
H 4.633 2.208 -0.575  0.3107
H 5.515 -1.505 -0.194  0.3185
H 4.330 -2.958 0.181  0.2398
H 4.556 -2.269 -1.627  0.2758
H 1.416 -0.710 0.645  0.3477
H 2.533 -2.037 1.427  0.3345
H 1.937 -3.820 -0.353  0.2708
H 1.328 -2.447 -1.595  0.3277
H -0.214 -2.438 1.136  0.3614
H -0.293 -4.209 0.494  0.4344
H -0.840 -1.956 -1.754  0.3236
H -1.903 -3.538 -1.392  0.3417
H -3.888 0.957 2.984  0.2452
H -4.596 -0.681 3.217  0.2587
H -4.095 2.096 -1.995  0.3217
H -2.691 -1.665 -3.307  0.1934
C -4.666 4.064 -6.555  -0.7472
C -4.729 3.345 -5.433  0.3250
C -3.576 2.519 -4.978  0.7274
O -3.656 1.884 -3.932  -0.3998
C -2.369 2.497 -5.819  -0.9328
C -2.308 3.213 -6.944  0.3295
C -3.451 4.060 -7.384  0.8651
O -3.358 4.721 -8.413  -0.5747
O -1.179 3.194 -7.741  -0.5504
O -5.868 3.341 -4.650  -0.5494
H -5.496 4.670 -6.897  0.4432
H -1.545 1.879 -5.486  0.4330
H -1.380 3.793 -8.493  0.3573
H -5.665 2.748 -3.895  0.3422
C 3.535 -1.411 7.796  -0.8865
C 2.765 -1.958 6.853  0.3382
C 3.017 -1.707 5.407  0.9736
O 2.305 -2.238 4.562  -0.6309
C 4.128 -0.812 5.046  -0.8456
C 4.895 -0.262 5.989  0.3285
C 4.660 -0.535 7.434  0.7658
O 5.393 -0.030 8.277  -0.6027
O 5.939 0.583 5.657  -0.5618
O 1.704 -2.780 7.185  -0.5749
H 3.364 -1.587 8.850  0.4125
H 4.289 -0.623 3.992  0.6009
H 6.342 0.848 6.513  0.3517
H 1.305 -3.050 6.330  0.3431

***

2.
# C21H26ClN3O3

C21H26ClN3O3 in the gas phase (ωB97M-V/def2-TZVPD, the Open Molecules 2025 dataset).

## Properties
HOMO level in eV: -7.7
SMILES: CC(=O)Nc1ccc(OC[C@H](O)CN2CCN(c3cccc(Cl)c3)CC2)cc1
Frontier orbital gap in eV: 8.3
Relative energy (zero: lowest compared OMol25 entry of this formula, charge and spin) in kJ/mol: 107.3

Last column: Mulliken charge in e.
Geometry (Å):
C 9.350 2.332 0.327  -1.3089
C 7.909 2.221 -0.134  0.8175
O 7.385 3.025 -0.868  -0.6149
N 7.291 1.116 0.378  -0.1673
C 5.976 0.674 0.191  0.7329
C 5.580 -0.492 0.837  -0.8921
C 4.295 -0.986 0.699  -0.3916
C 3.378 -0.311 -0.095  0.2374
O 2.085 -0.701 -0.304  -0.1530
C 1.612 -1.863 0.344  -1.0155
C 0.139 -2.027 -0.060  -0.3133
O 0.053 -2.273 -1.441  -0.6221
C -0.679 -0.800 0.382  -0.7027
N -2.071 -1.138 0.600  0.0393
C -2.778 -1.435 -0.636  -0.2101
C -4.189 -1.915 -0.289  -1.5234
N -4.921 -0.914 0.456  0.0913
C -5.667 0.055 -0.188  1.2028
C -5.731 0.165 -1.583  -0.5659
C -6.544 1.103 -2.188  -0.7359
C -7.320 1.973 -1.443  -0.5735
C -7.266 1.862 -0.064  0.1023
Cl -8.236 2.916 0.912  -0.2330
C -6.470 0.927 0.562  -0.5473
C -4.197 -0.598 1.669  -1.0489
C -2.782 -0.109 1.337  -0.6371
C 3.775 0.858 -0.744  -0.7782
C 5.055 1.348 -0.607  -0.2917
H 9.793 3.223 -0.107  0.3525
H 9.916 1.460 0.009  0.3267
H 9.393 2.405 1.412  0.3262
H 7.846 0.524 0.981  0.1796
H 6.285 -1.028 1.458  0.2510
H 4.027 -1.894 1.215  0.3975
H 1.699 -1.770 1.433  0.5116
H 2.177 -2.743 0.010  0.4495
H -0.270 -2.916 0.430  0.5139
H 0.527 -1.561 -1.890  0.4414
H -0.554 0.001 -0.368  0.2264
H -0.275 -0.438 1.330  0.4925
H -2.238 -2.217 -1.170  0.4880
H -2.837 -0.541 -1.283  0.2739
H -4.740 -2.202 -1.183  0.5483
H -4.104 -2.795 0.356  0.4153
H -5.133 -0.473 -2.213  0.2401
H -6.565 1.166 -3.266  0.3705
H -7.948 2.712 -1.914  0.4251
H -6.496 0.864 1.638  0.4471
H -4.714 0.165 2.246  0.3687
H -4.127 -1.509 2.270  0.3623
H -2.242 0.094 2.265  0.5185
H -2.855 0.832 0.761  0.2826
H 3.055 1.375 -1.359  0.3938
H 5.349 2.252 -1.112  0.4999

***

3.
# C21H26ErN4OS

C21H26ErN4OS as an isolated structure (ωB97M-V/def2-TZVPD, the Open Molecules 2025 dataset).

## Properties
Multiplicity: 4
HOMO level (alpha / beta) in eV: -18.4 / -18.4
Total charge: +3
Frontier orbital gap (alpha / beta) in eV: 9.7 / 9.8

Last column: Mulliken spin population.
Geometry (Å):
Er -0.125 -0.194 -0.123  3.0422
C -0.426 0.646 2.955  0.0005
C -1.817 1.046 2.427  -0.0013
C -1.813 2.119 1.364  -0.0015
C -2.384 3.357 1.597  0.0006
C -2.378 4.318 0.596  0.0003
C -1.795 4.020 -0.629  -0.0007
C -1.241 2.773 -0.797  -0.0016
N -1.245 1.831 0.171  -0.0094
N 0.235 -0.511 2.263  -0.0192
C -0.374 -1.807 2.674  0.0006
C -1.592 -2.216 1.883  -0.0011
C -2.533 -3.059 2.442  0.0002
C -3.583 -3.516 1.657  -0.0003
C -3.666 -3.112 0.330  -0.0004
C -2.694 -2.268 -0.156  -0.0010
N -1.667 -1.823 0.595  -0.0080
C 1.680 -0.500 2.622  -0.0010
C 2.527 0.301 1.666  0.0015
C 3.777 0.753 2.050  0.0002
C 4.584 1.385 1.118  -0.0001
C 4.116 1.561 -0.180  -0.0003
C 2.856 1.103 -0.486  -0.0013
N 2.067 0.473 0.412  -0.0055
H -0.515 0.393 4.014  0.0001
H 0.248 1.501 2.879  0.0002
H -2.392 1.416 3.273  0.0001
H -2.371 0.179 2.063  -0.0003
H -2.835 3.566 2.557  0.0000
H -2.825 5.288 0.768  0.0000
H -1.771 4.738 -1.436  0.0000
H -0.779 2.501 -1.740  0.0008
H -0.607 -1.806 3.742  -0.0004
H 0.372 -2.589 2.520  -0.0004
H -2.447 -3.358 3.478  0.0000
H -4.329 -4.178 2.076  0.0000
H -4.468 -3.444 -0.313  0.0001
H -2.726 -1.923 -1.183  -0.0007
H 2.052 -1.526 2.617  -0.0003
H 1.815 -0.131 3.642  -0.0002
H 4.116 0.604 3.067  0.0000
H 5.568 1.738 1.398  0.0000
H 4.714 2.051 -0.934  0.0000
H 2.449 1.231 -1.483  -0.0003
C 1.533 -1.180 -4.326  0.0000
S 0.003 -1.584 -3.525  0.0002
C -1.138 -0.714 -4.569  -0.0001
O 0.030 -0.750 -2.201  0.0080
H 1.493 -1.616 -5.326  0.0001
H 2.341 -1.642 -3.764  0.0000
H 1.638 -0.097 -4.381  -0.0001
H -1.119 -1.209 -5.541  -0.0001
H -0.836 0.329 -4.659  0.0000
H -2.133 -0.811 -4.140  -0.0001

***

4.
# C21H26F3N2

A 2-piece molecular cluster, C21H26F3N2 overall in a non-equilibrium geometry (ωB97M-V/def2-TZVPD, the Open Molecules 2025 dataset).

## Properties
HOMO level in eV: -11.1
Total charge: +1
Frontier orbital gap in eV: 6.2
Relative energy (zero: lowest compared OMol25 entry of this formula, charge and spin) in kJ/mol: 10.5

Last column: Mulliken charge in e.
Geometry (Å):
C 2.241 -2.803 -1.131  -0.8545
N 0.776 -2.722 -1.181  0.2049
C 0.156 -3.915 -1.766  -0.9683
C 0.084 -1.678 -0.759  -0.1632
C -1.368 -1.632 -0.841  0.4284
C -2.177 -2.730 -0.449  -0.5081
C -3.549 -2.723 -0.645  -0.7930
C -4.152 -1.598 -1.206  0.2356
C -5.643 -1.573 -1.350  0.7390
F -6.142 -0.299 -1.346  -0.2518
F -6.055 -2.162 -2.520  -0.2301
F -6.260 -2.245 -0.329  -0.2463
C -3.396 -0.504 -1.606  -0.7271
C -2.021 -0.514 -1.418  -0.4998
H 2.521 -3.819 -1.426  0.3314
H 2.719 -2.105 -1.834  0.3424
H 2.627 -2.606 -0.119  0.3480
H 0.958 -4.465 -2.263  0.3705
H -0.274 -4.566 -0.991  0.3620
H -0.618 -3.674 -2.507  0.3818
H 0.638 -0.777 -0.452  0.4959
H -1.733 -3.638 -0.047  0.5755
H -4.163 -3.575 -0.369  0.4542
H -3.897 0.348 -2.062  0.4507
H -1.432 0.309 -1.817  0.4767
C 3.349 2.227 -2.284  -0.5743
C 4.136 2.556 -1.173  -0.5482
C 3.532 2.948 0.022  -0.4205
C 2.136 3.012 0.112  0.3271
C 1.496 3.338 1.432  -1.3761
C 1.316 2.088 2.288  0.3356
C 0.596 2.399 3.614  -0.7066
C -0.272 1.169 3.917  -0.5830
C -0.139 0.220 2.701  -0.4807
N 0.557 1.000 1.685  -0.0140
C 1.349 2.716 -1.003  -0.1407
C 1.950 2.311 -2.195  -0.5163
H 3.819 1.922 -3.218  0.4148
H 5.225 2.502 -1.231  0.3920
H 4.129 3.196 0.904  0.3865
H 2.145 4.030 1.986  0.3349
H 0.523 3.827 1.280  0.4874
H 2.332 1.697 2.545  0.2260
H 1.345 2.565 4.395  0.3551
H -0.025 3.296 3.501  0.3479
H 0.074 0.671 4.829  0.2675
H -1.319 1.468 4.027  0.2663
H 0.417 -0.700 2.971  0.2821
H -1.126 -0.099 2.327  0.2514
H 1.029 0.454 0.972  -0.0135
H 0.261 2.793 -0.916  0.3080
H 1.325 2.059 -3.052  0.4366